# 1
Below is the molecule CH2FOPS in a non-equilibrium geometry, with properties calculated with ωB97M-V/def2-TZVPD.

Geometry (Å):
C: 0.179 1.137 0.888
P: 0.183 1.024 -0.790
S: -0.447 -1.186 -0.424
O: -1.653 -1.326 -1.203
F: 0.994 -1.906 -1.280
H: 0.551 2.069 1.317
H: 0.192 0.188 1.491

Computed properties:
highest occupied orbital energy: -9.727 eV
energy above the lowest of the compared OMol25 structures with the same formula, charge and spin: 245.49 kJ/mol
structure (SMILES): C=P#S(=O)F
total charge: 0
multiplicity: 1
electronic energy: -953.864143 a.u.

Löwdin charges in e:
1. C -0.47
2. P 0.77
3. S 0.76
4. O -0.54
5. F -0.48
6. H -0.01
7. H -0.02

---

# 2
Below is the molecule C4H5NO in a non-equilibrium geometry, with properties calculated with ωB97M-V/def2-TZVPD.

Geometry (Å):
O: -0.971 0.867 -1.489
C: -0.052 1.288 -0.831
C: 0.524 0.604 0.407
C: -0.366 -0.526 0.824
C: -0.182 -1.681 -0.287
N: -0.077 -1.927 0.942
H: 0.455 2.233 -1.116
H: 1.498 0.198 0.111
H: 0.673 1.375 1.174
H: -1.172 -0.204 1.523
H: -0.553 -2.391 -1.037

Computed properties:
highest occupied orbital energy: -9.233 eV
energy above the lowest of the compared OMol25 structures with the same formula, charge and spin: 361.88 kJ/mol
structure (SMILES): O=CC[C@H]1C=N1
total charge: 0
multiplicity: 1
electronic energy: -285.276753 a.u.

Here are the Löwdin charges for atoms 1 to 8, given in e:
1. O 0.04
2. C -0.26
3. C -0.17
4. C -0.26
5. C -0.03
6. N 0.08
7. H 0.12
8. H 0.12

---

# 3
Below is the molecule C3H5NOS in a non-equilibrium geometry, with properties calculated with ωB97M-V/def2-TZVPD.

Geometry (Å):
C: 0.858 0.195 1.544
C: -0.360 0.749 1.518
C: -0.158 -0.334 -1.880
N: 0.957 -0.942 0.763
O: -1.192 0.212 0.608
S: -0.372 -1.132 -0.141
H: 1.625 0.368 2.245
H: -0.911 1.389 2.297
H: -1.109 -0.137 -2.401
H: 0.361 -0.949 -2.558
H: 0.302 0.581 -1.995

Computed properties:
highest occupied orbital energy: -7.350 eV
energy above the lowest of the compared OMol25 structures with the same formula, charge and spin: 391.86 kJ/mol
total charge: 0
multiplicity: 1
electronic energy: -645.362425 a.u.

Here are the Löwdin charges for atoms 1 to 8, given in e:
1. C -0.26
2. C -0.27
3. C -0.22
4. N -0.31
5. O -0.33
6. S 1.07
7. H 0.09
8. H 0.15